[1]
# C2HF2N

The molecule C2HF2N in a non-equilibrium geometry (ωB97M-V with the def2-TZVPD basis set, OMol25).

Last column: Mulliken charge in e.
Positions of all 6 atoms, in Å:
N (-0.7230, 1.0548, 1.7375)  -0.34
C (-0.5550, 0.5405, 0.7114)  0.06
C (0.2086, -0.2801, -0.4087)  0.53
F (-0.5081, -1.2884, -0.6769)  -0.19
F (0.4984, 0.3793, -1.4990)  -0.21
H (1.0792, -0.4061, 0.1357)  0.15

HOMO level in Eh: -0.465
SMILES string: N#CC(F)F
LUMO energy in hartree: 0.0204
Orbital gap in eV: 13.206
Calculated total energy in Ha: -331.247971
Energy relative to the best compared isomer or geometry (same formula, charge and spin) in kcal/mol: 12.1



[2]
# C4H5FO

A structure of composition C4H5FO in a non-equilibrium geometry (ωB97M-V with the def2-TZVPD basis set, OMol25).

Last column: Mulliken charge in e.
Positions of all 11 atoms, in Å:
C (-1.1628, 0.0100, 0.5335)  -0.28
C (0.3029, 0.5161, 0.1777)  0.73
C (0.6128, 1.8629, -0.2514)  -0.74
C (1.4754, -0.3444, 0.1782)  -0.19
H (-1.0440, -0.8274, 1.2950)  0.21
H (-1.6304, 0.8419, 1.1022)  0.27
H (-0.1303, 2.8591, -0.6397)  0.23
H (1.6585, 2.0483, -0.3580)  0.27
H (2.6890, 0.1999, 0.5579)  0.24
O (1.1678, -1.6815, -0.2671)  -0.48
F (-2.0283, -0.4375, -0.4054)  -0.24

HOMO level in Eh: -0.371
LUMO energy in hartree: -0.0337
Orbital gap in eV: 9.183
Calculated total energy in Ha: -330.334822
Energy relative to the best compared isomer or geometry (same formula, charge and spin) in kcal/mol: 96.0



[3]
# C43H69BrFeN3O2P3

A structure of composition C43H69BrFeN3O2P3 (ωB97M-V with the def2-TZVPD basis set, OMol25).

Last column: Löwdin spin population.
Positions of all 122 atoms, in Å:
Fe (-0.3244, 0.0197, -0.8507)  3.68
C (1.9668, -1.1087, 4.0132)  0.00
C (1.6110, 0.3734, 4.0122)  0.00
C (2.8872, 1.2068, 4.1391)  0.00
P (0.6437, 0.8918, 2.4960)  0.00
C (0.0471, 2.5659, 3.1267)  0.00
C (-0.7881, 3.3483, 2.1123)  0.00
C (-0.5789, 2.7642, 4.5118)  0.00
C (-0.7156, -0.3523, 2.5907)  0.01
C (-1.5180, -0.3870, 3.7428)  0.00
C (-2.2248, -1.4957, 4.1653)  0.01
C (-3.1387, -1.4660, 5.3580)  0.00
C (-1.9896, -2.6683, 3.4506)  0.00
C (-1.2405, -2.6807, 2.2965)  0.01
C (-0.6841, -1.5061, 1.7275)  0.01
N (-0.0616, -1.4754, 0.5027)  0.04
C (0.0093, -2.5966, -0.3580)  0.01
C (-0.9744, -3.5809, -0.4870)  0.00
C (-0.8384, -4.6475, -1.3614)  0.00
C (0.2850, -4.7925, -2.1593)  0.00
C (0.4543, -5.9613, -3.0908)  0.00
C (1.2352, -3.7797, -2.0919)  0.00
C (1.1040, -2.6762, -1.2602)  0.01
P (2.2978, -1.2848, -1.2352)  0.02
C (3.7100, -2.1228, -0.3530)  0.01
C (3.1908, -2.9506, 0.8247)  0.00
C (4.7424, -1.1026, 0.1245)  0.00
C (3.0816, -1.0269, -2.9113)  0.00
C (2.3267, -0.0167, -3.7761)  0.00
C (3.4856, -2.2152, -3.7807)  0.00
H (2.4009, -1.3795, 4.9790)  0.00
H (1.0999, -1.7475, 3.8425)  0.00
H (2.7122, -1.3285, 3.2488)  0.00
H (0.9777, 0.5555, 4.8844)  0.00
H (3.5340, 1.0419, 3.2726)  0.00
H (2.6985, 2.2777, 4.2175)  0.00
H (3.4477, 0.9093, 5.0288)  0.00
H (1.0203, 3.0698, 3.1554)  0.00
H (-1.8344, 3.0296, 2.1428)  0.00
H (-0.7794, 4.4136, 2.3561)  0.00
H (-0.4141, 3.2354, 1.0990)  0.00
H (-1.6525, 2.5717, 4.4911)  0.00
H (-0.1373, 2.1490, 5.2937)  0.00
H (-0.4553, 3.8076, 4.8148)  0.00
H (-1.5510, 0.4914, 4.3695)  0.00
H (-2.9386, -0.5966, 5.9862)  0.00
H (-4.1895, -1.4193, 5.0595)  0.00
H (-3.0174, -2.3598, 5.9725)  0.00
H (-2.4055, -3.6061, 3.8065)  0.00
H (-1.0593, -3.6340, 1.8285)  0.00
H (-1.8991, -3.4885, 0.0578)  0.00
H (-1.6396, -5.3770, -1.4211)  0.00
H (-0.3237, -6.7069, -2.9274)  0.00
H (0.4007, -5.6506, -4.1366)  0.00
H (1.4199, -6.4498, -2.9452)  0.00
H (2.1081, -3.8621, -2.7253)  0.00
H (4.1745, -2.8019, -1.0766)  0.00
H (2.3758, -2.4360, 1.3361)  0.00
H (2.8024, -3.9133, 0.4963)  0.00
H (3.9916, -3.1309, 1.5463)  0.00
H (4.3139, -0.4779, 0.9135)  0.00
H (5.6144, -1.6100, 0.5443)  0.00
H (5.0949, -0.4419, -0.6704)  0.00
H (4.0071, -0.5351, -2.5808)  0.00
H (1.4719, -0.4818, -4.2661)  0.00
H (1.9404, 0.8206, -3.1991)  0.00
H (2.9927, 0.3762, -4.5505)  0.00
H (2.6053, -2.7093, -4.1921)  0.00
H (4.0800, -1.8602, -4.6274)  0.00
H (4.0872, -2.9548, -3.2494)  0.00
O (-1.8997, 1.1274, 0.1660)  0.04
H (-1.8481, 0.8197, 1.0910)  0.00
H (-1.6897, 2.0695, 0.1661)  0.00
Br (-1.1614, -0.4390, -3.0279)  0.10
C (3.9465, 4.3021, -2.9411)  0.00
N (3.2046, 3.9093, -1.7481)  0.00
N (1.9286, 3.4021, -1.9734)  0.00
C (1.6632, 2.4007, -1.0637)  0.01
O (0.5295, 1.9010, -0.9699)  0.03
C (2.8765, 2.1914, -0.3378)  0.00
C (3.7771, 3.0939, -0.8033)  0.00
C (5.2194, 3.2369, -0.4646)  0.00
C (0.9264, 4.1864, -2.6080)  0.00
C (0.9250, 5.5683, -2.4795)  0.00
C (-0.0710, 6.3040, -3.1051)  0.00
C (-1.0647, 5.6625, -3.8300)  0.00
C (-1.0557, 4.2782, -3.9403)  0.00
C (-0.0550, 3.5297, -3.3410)  0.00
H (3.2979, 4.8981, -3.5771)  0.00
H (4.2959, 3.4303, -3.5005)  0.00
H (4.7931, 4.9142, -2.6401)  0.00
H (2.9960, 1.4677, 0.4466)  0.00
H (5.4339, 2.6833, 0.4467)  0.00
H (5.4901, 4.2819, -0.3138)  0.00
H (5.8503, 2.8342, -1.2600)  0.00
H (1.6868, 6.0580, -1.8866)  0.00
H (-0.0742, 7.3821, -3.0119)  0.00
H (-1.8451, 6.2392, -4.3081)  0.00
H (-1.8270, 3.7701, -4.5039)  0.00
H (-0.0388, 2.4509, -3.4307)  0.00
C (-5.8811, -3.4341, -1.1134)  0.00
C (-4.4320, -3.1377, -0.7385)  0.00
P (-3.9580, -1.3848, -0.3407)  0.00
C (-4.9445, -1.1747, 1.2203)  0.00
C (-5.2619, 0.2721, 1.5863)  0.00
C (-4.9753, -0.4805, -1.5956)  0.00
C (-4.5941, 0.9898, -1.7655)  0.00
H (-6.0252, -4.5031, -1.2844)  0.00
H (-6.1742, -2.9183, -2.0276)  0.00
H (-6.5787, -3.1351, -0.3291)  0.00
H (-3.7625, -3.4686, -1.5373)  0.00
H (-4.1540, -3.7207, 0.1469)  0.00
H (-4.3287, -1.6142, 2.0104)  0.00
H (-5.8667, -1.7605, 1.1729)  0.00
H (-5.6804, 0.3365, 2.5929)  0.00
H (-4.3647, 0.8952, 1.5596)  0.00
H (-5.9872, 0.7110, 0.9000)  0.00
H (-4.7911, -1.0000, -2.5407)  0.00
H (-6.0422, -0.5845, -1.3747)  0.00
H (-4.8138, 1.5747, -0.8726)  0.00
H (-5.1426, 1.4361, -2.5982)  0.00
H (-3.5286, 1.0822, -1.9751)  0.00

HOMO level (alpha / beta) in Eh: -0.234 / -0.235
Multiplicity: 5
LUMO energy (alpha / beta) in hartree: 0.0110 / 0.0108
Orbital gap (alpha / beta) in eV: 6.667 / 6.681
Calculated total energy in Ha: -6856.502681
Energy relative to the best compared isomer or geometry (same formula, charge and spin) in kcal/mol: 29.5



[4]
# C22H27NO5

The molecule C22H27NO5 in a non-equilibrium geometry (ωB97M-V with the def2-TZVPD basis set, OMol25).

Last column: Mulliken charge in e.
Positions of all 55 atoms, in Å:
C (0.7326, -1.4360, 4.7125)  -1.11
C (0.0929, -0.2599, 4.0159)  -0.19
O (-0.0748, -0.6732, 2.6206)  -0.28
C (-0.3960, 0.3415, 1.8207)  -0.41
O (-0.7406, 1.4315, 2.3030)  -0.66
C (-0.4473, 0.1332, 0.2583)  3.84
C (0.3341, 1.0436, -0.6869)  -1.67
N (1.6876, 1.6053, -0.6700)  0.39
C (1.8072, 3.0684, -0.4200)  -1.31
C (2.7672, 1.1313, -1.4143)  0.37
C (3.5431, 1.8920, -2.3650)  -0.31
C (4.3651, 1.2380, -3.2784)  -0.62
C (4.5494, -0.1825, -3.1401)  -0.43
C (3.9233, -0.9154, -2.1046)  -0.65
C (3.0717, -0.2502, -1.2586)  -0.05
C (-0.0223, -1.2970, -0.1174)  -0.34
O (-0.5244, -1.8551, -1.1141)  -0.70
O (0.9342, -1.8908, 0.5906)  -0.30
C (1.3141, -3.1822, -0.0297)  -0.17
C (2.2223, -3.8472, 0.9715)  -1.19
C (-1.9468, 0.3377, -0.2109)  -0.25
C (-2.2774, 0.1042, -1.5462)  -0.28
C (-3.5704, 0.3443, -1.9911)  -1.24
C (-4.5815, 0.8303, -1.0802)  0.77
O (-5.8227, 1.0339, -1.5867)  -0.45
C (-6.9080, 1.4718, -0.7773)  -0.89
C (-4.1711, 1.1032, 0.2173)  -0.57
C (-2.9022, 0.8507, 0.6273)  -0.44
H (0.8363, -1.1629, 5.7742)  0.41
H (0.1263, -2.3602, 4.6492)  0.28
H (1.7305, -1.6507, 4.2724)  0.25
H (-0.9064, -0.0226, 4.4103)  0.25
H (0.7464, 0.6247, 4.0604)  0.31
H (0.0773, 0.7385, -1.7982)  0.04
H (-0.2409, 1.8743, -0.1582)  0.64
H (2.8248, 3.4577, -0.5901)  0.46
H (1.1272, 3.6736, -1.0154)  0.45
H (1.5785, 3.3187, 0.6216)  0.27
H (3.4377, 3.0119, -2.4538)  0.25
H (4.9283, 1.8074, -4.0539)  0.33
H (5.2138, -0.7531, -3.8338)  0.29
H (4.1303, -1.9719, -1.9049)  0.37
H (2.5628, -0.7176, -0.4110)  0.56
H (0.3965, -3.7948, -0.1933)  0.40
H (1.8408, -3.0405, -1.0146)  0.23
H (2.8248, -4.6451, 0.4931)  0.37
H (2.8843, -3.1099, 1.4647)  0.27
H (1.6124, -4.3291, 1.7615)  0.32
H (-1.5951, -0.3765, -2.2623)  0.34
H (-3.8568, 0.0731, -3.0001)  0.38
H (-7.7276, 1.5379, -1.4676)  0.27
H (-7.1683, 0.7658, -0.0172)  0.36
H (-6.7519, 2.4403, -0.3498)  0.34
H (-4.9176, 1.4103, 0.9945)  0.31
H (-2.6736, 1.0298, 1.6762)  0.39

HOMO level in Eh: -0.282
SMILES string: CCOC(=O)C(CN(C)c1ccccc1)(C(=O)OCC)c1ccc(OC)cc1
LUMO energy in hartree: 0.0282
Orbital gap in eV: 8.436
Calculated total energy in Ha: -1285.373051
Energy relative to the best compared isomer or geometry (same formula, charge and spin) in kcal/mol: 100.2



[5]
# C26H72N6O8

A cluster of 7 separate species, C26H72N6O8 in total in a non-equilibrium geometry (ωB97M-V with the def2-TZVPD basis set, OMol25).

Last column: Mulliken charge in e.
Positions of all 112 atoms, in Å:
C (1.4781, -0.0851, 2.7103)  0.09
O (2.8185, -0.0567, 2.3187)  -0.40
C (3.2609, 1.1910, 1.7651)  -0.03
C (4.7544, 1.2560, 1.9596)  0.91
C (5.1508, 1.6362, 3.3676)  -1.52
N (5.2943, 2.2992, 1.0686)  -0.74
H (0.8453, 0.1053, 1.8319)  -0.58
H (1.3218, 0.6478, 3.5136)  0.39
H (1.1469, -1.0520, 3.0877)  0.25
H (2.8211, 1.1499, 0.7652)  -0.34
H (2.8186, 1.9974, 2.3722)  0.21
H (5.1422, 0.2633, 1.6888)  0.15
H (4.6176, 1.0976, 4.1531)  0.31
H (4.7192, 2.6341, 3.5582)  0.39
H (6.2242, 1.7491, 3.4854)  0.38
H (6.2928, 2.3914, 1.2247)  0.30
H (5.2182, 2.0540, 0.0847)  0.17
C (3.0486, 0.7840, -2.3287)  -0.70
O (4.4087, 0.7671, -2.0106)  -0.22
C (5.1176, -0.4041, -2.4006)  -0.71
C (6.5025, -0.3288, -1.7989)  0.84
C (7.1715, 1.0027, -2.1393)  -1.44
N (7.2917, -1.4766, -2.2866)  -0.77
H (2.4815, 1.2311, -1.5169)  -0.03
H (2.6534, -0.2397, -2.4657)  0.38
H (2.8844, 1.1739, -3.3415)  0.36
H (4.5354, -1.2521, -2.0328)  0.39
H (5.1963, -0.4163, -3.4986)  0.24
H (6.3729, -0.4595, -0.7205)  0.02
H (6.5093, 1.8586, -2.0059)  0.33
H (7.4027, 0.9393, -3.2078)  0.40
H (8.0705, 1.2275, -1.5660)  0.33
H (8.1184, -1.5093, -1.6934)  0.27
H (7.6940, -1.2252, -3.1878)  0.31
C (-0.9562, -6.0019, 3.5993)  -0.65
O (-0.5298, -5.9936, 2.2543)  -0.38
C (-1.4656, -5.3614, 1.4042)  0.24
C (-0.7304, -4.5034, 0.3972)  0.55
C (0.2247, -3.4819, 0.9851)  -1.24
N (-1.5958, -3.9119, -0.6357)  -0.56
H (-1.8716, -6.5931, 3.6996)  0.30
H (-1.0431, -4.9781, 3.9808)  0.24
H (-0.2050, -6.4670, 4.2408)  0.28
H (-1.9528, -6.1751, 0.8479)  0.34
H (-2.2270, -4.7783, 1.9280)  -0.44
H (-0.0489, -5.1819, -0.1466)  0.23
H (0.7950, -2.9604, 0.2054)  0.37
H (0.9236, -4.0204, 1.6182)  0.47
H (-0.2675, -2.6002, 1.4091)  -0.02
H (-1.0516, -3.2743, -1.2049)  0.15
H (-1.9404, -4.6344, -1.2548)  0.28
C (-6.3272, -3.1131, 4.9194)  -0.75
O (-5.6630, -3.5481, 3.7452)  -0.42
C (-4.3023, -3.2550, 3.6037)  -0.49
C (-3.9974, -1.7979, 3.3169)  0.74
C (-2.7167, -1.5503, 2.5344)  -1.02
N (-3.9769, -0.9229, 4.5423)  -0.83
H (-7.2359, -3.7053, 4.9622)  0.25
H (-6.6096, -2.0577, 4.8422)  0.23
H (-5.6742, -3.2577, 5.7850)  0.37
H (-3.7338, -3.6130, 4.4754)  0.40
H (-3.9309, -3.8113, 2.7422)  -0.04
H (-4.8036, -1.4182, 2.6735)  0.20
H (-1.8418, -2.0470, 2.9512)  0.19
H (-2.5468, -0.4803, 2.3998)  0.22
H (-2.8661, -1.9132, 1.5102)  0.24
H (-4.9040, -1.0426, 4.9421)  0.29
H (-4.0251, 0.0346, 4.2003)  0.27
C (-0.9855, 3.8223, 2.2006)  -0.79
O (-0.5429, 4.0908, 0.8949)  -0.14
C (-1.1564, 5.2415, 0.3465)  -1.06
C (-0.7138, 5.4461, -1.0786)  1.31
C (0.7597, 5.8029, -1.1680)  -1.44
N (-1.5222, 6.5616, -1.6248)  -0.72
H (-0.5491, 4.5323, 2.9090)  0.28
H (-0.6939, 2.7976, 2.4279)  0.11
H (-2.0770, 3.8723, 2.2911)  0.38
H (-2.2567, 5.1665, 0.3890)  0.46
H (-0.9652, 6.1085, 0.9999)  0.46
H (-0.9403, 4.5806, -1.7029)  -0.39
H (1.4120, 4.9434, -0.9801)  0.31
H (1.0600, 6.5825, -0.4663)  0.32
H (1.0182, 6.1427, -2.1739)  0.44
H (-0.9895, 7.1519, -2.2469)  0.24
H (-1.9122, 7.1509, -0.9012)  0.24
C (-2.1713, 2.5437, -4.4730)  -0.74
O (-3.0678, 1.4790, -4.5920)  -0.37
C (-2.4972, 0.2814, -5.0971)  -0.53
C (-3.5325, -0.8387, -5.1230)  0.53
C (-4.2551, -1.1154, -3.8177)  -1.25
N (-2.8212, -2.0707, -5.5300)  -0.66
H (-2.1536, 3.1541, -5.3898)  0.38
H (-1.1336, 2.2102, -4.3316)  0.27
H (-2.4278, 3.2099, -3.6506)  0.20
H (-2.1084, 0.4654, -6.1094)  0.40
H (-1.6386, 0.0572, -4.4442)  0.17
H (-4.1917, -0.6069, -5.9635)  0.24
H (-4.7213, -0.1979, -3.4610)  0.30
H (-3.6123, -1.5928, -3.0812)  0.19
H (-5.0787, -1.7852, -4.0780)  0.42
H (-1.9876, -1.9124, -6.0780)  0.24
H (-2.5876, -2.6493, -4.7360)  0.24
O (-0.1317, -0.6276, -1.6307)  -0.49
C (-1.3817, -0.0879, -1.1920)  0.62
C (-1.1200, 1.0661, -0.2759)  0.91
O (-0.3083, 1.9808, -1.0019)  -0.20
H (0.4371, 0.1409, -1.7577)  0.19
H (-1.9971, 0.1464, -2.0648)  -0.43
H (-1.8831, -0.8925, -0.6453)  -0.01
H (-0.5757, 0.8130, 0.6375)  -1.01
H (-2.0793, 1.4973, 0.0475)  0.41
H (-0.2054, 2.8025, -0.5042)  0.01

HOMO level in Eh: -0.332
SMILES string: COC[C@H](C)N.COC[C@H](C)N.COC[C@H](C)N.COC[C@H](C)N.COC[C@H](C)N.COC[C@H](C)N.OCCO
LUMO energy in hartree: 0.0189
Orbital gap in eV: 9.536
Calculated total energy in Ha: -1964.095417
Energy relative to the best compared isomer or geometry (same formula, charge and spin) in kcal/mol: 32.3